A 5-piece molecular cluster, C48H95N4O3 overall at a distorted geometry. Source: the Open Molecules 2025 dataset; level of theory: ωB97M-V/def2-TZVPD.

Structure (ORCA input):
```
! wB97M-V def2-TZVPD RIJCOSX def2/J DEFGRID3
* xyz 1 1
C 0.8126 2.3681 5.9606
C 1.3662 1.3368 5.2666
C 0.7025 0.6747 4.0644
C 0.3846 1.7412 2.9811
O 1.4284 1.8628 2.0352
C 0.9926 1.6398 0.6964
C 2.1586 1.7736 -0.2589
C -0.5760 -0.1296 4.5076
N -0.5314 -1.5394 4.0820
C -0.1103 -1.5571 2.7516
N -0.9314 -1.8513 1.7903
C -0.5026 -1.8235 0.3682
C -1.0165 -3.0110 -0.4646
C 0.1098 -3.5142 -1.3972
N 0.6930 -2.4633 -2.2385
C -2.3339 -2.1729 2.0367
C -3.2289 -1.2493 1.1894
O -3.7399 -1.6424 0.1703
C -3.4615 0.1428 1.6772
C -3.5152 1.1488 0.7193
C -3.7588 2.4592 1.0965
C -3.9683 2.7595 2.4368
C -3.9085 1.7574 3.3910
C -3.6559 0.4450 3.0207
N 1.2101 -1.2133 2.4681
C 2.0377 -2.4519 2.3133
O 2.5933 -2.5450 1.0421
C 3.7910 -1.7631 0.9252
C 4.2962 -1.7847 -0.5091
C 5.3812 -0.6852 -0.5918
C 1.7361 -0.3491 3.5597
H -0.1728 2.2867 6.4206
H 1.3087 3.3294 6.0539
H 2.3153 0.9262 5.6145
H -0.5763 1.5249 2.4976
H 0.2953 2.7123 3.4678
H 0.5909 0.6239 0.6470
H 0.1963 2.3433 0.4324
H 1.9303 1.2293 -1.1790
H 3.0642 1.3333 0.1561
H 2.3227 2.8076 -0.5553
H -1.4540 0.3665 4.1004
H -0.6627 -0.0870 5.5905
H 0.1082 -2.0780 4.6558
H -0.8756 -0.8800 -0.0346
H 0.5773 -1.8035 0.3033
H -1.8114 -2.6697 -1.1235
H -1.3367 -3.8548 0.1440
H 0.8943 -4.0137 -0.8324
H -0.3767 -4.2042 -2.0880
H 1.4466 -1.9913 -1.7549
H -0.0012 -1.7651 -2.4778
H -2.6059 -2.0446 3.0789
H -2.5781 -3.1971 1.7642
H -3.3659 0.9463 -0.3335
H -3.7910 3.2629 0.3736
H -4.1724 3.7741 2.7504
H -4.0536 1.9910 4.4377
H -3.6157 -0.3426 3.7608
H 2.8460 -2.4511 3.0507
H 1.4430 -3.3487 2.5013
H 3.5419 -0.7300 1.1919
H 4.5726 -2.1564 1.5822
H 4.7448 -2.7540 -0.7140
H 3.4566 -1.5559 -1.1619
H 5.7213 -0.3644 0.3936
H 4.9625 0.1955 -1.0797
H 6.2424 -1.0134 -1.1689
H 2.6374 0.1562 3.2255
H 2.0265 -0.9509 4.4308
C -7.8799 3.6036 -5.0404
C -7.9489 4.0660 -3.5879
C -6.6175 3.9479 -2.8485
C -6.0736 2.5234 -2.7256
C -7.0084 1.5321 -2.0345
C -7.3172 1.9035 -0.5862
H -7.6260 2.5452 -5.1169
H -8.8416 3.7440 -5.5344
H -7.1327 4.1741 -5.5956
H -8.7265 3.5065 -3.0611
H -8.2605 5.1131 -3.5677
H -6.7272 4.3847 -1.8513
H -5.8705 4.5612 -3.3624
H -5.1259 2.5610 -2.1740
H -5.8249 2.1411 -3.7192
H -6.5372 0.5453 -2.0516
H -7.9401 1.4333 -2.5968
H -6.3874 1.9603 -0.0161
H -7.9543 1.1464 -0.1271
H -7.8377 2.8594 -0.5184
C 7.7256 5.1093 -4.4247
C 6.2492 5.2662 -4.0728
C 5.8258 4.4525 -2.8511
C 5.9799 2.9384 -3.0012
C 5.2237 2.3187 -4.1748
C 3.7106 2.4897 -4.0785
H 7.9710 4.0803 -4.6920
H 7.9866 5.7378 -5.2766
H 8.3594 5.4035 -3.5858
H 5.6354 4.9999 -4.9376
H 6.0475 6.3208 -3.8693
H 4.7857 4.6922 -2.6099
H 6.4143 4.7763 -1.9870
H 5.6418 2.4626 -2.0732
H 7.0404 2.6894 -3.0951
H 5.4545 1.2501 -4.2079
H 5.5812 2.7361 -5.1192
H 3.3280 2.0452 -3.1554
H 3.2128 1.9991 -4.9162
H 3.4200 3.5411 -4.0964
C 9.6693 -5.8905 -2.9452
C 9.7362 -4.3663 -2.9212
C 8.4194 -3.7071 -2.5165
C 7.2412 -3.9740 -3.4543
C 7.4578 -3.5629 -4.9086
C 7.6935 -2.0656 -5.0859
H 8.9517 -6.2524 -3.6831
H 10.6409 -6.3140 -3.2010
H 9.3804 -6.2834 -1.9680
H 10.0602 -3.9972 -3.8977
H 10.5067 -4.0610 -2.2088
H 8.5768 -2.6271 -2.4335
H 8.1434 -4.0492 -1.5130
H 6.3705 -3.4388 -3.0573
H 6.9875 -5.0372 -3.4219
H 6.5730 -3.8490 -5.4826
H 8.2936 -4.1204 -5.3389
H 6.8509 -1.4902 -4.6940
H 7.8045 -1.8154 -6.1415
H 8.5993 -1.7348 -4.5755
C -10.4303 -1.1438 4.6090
C -9.3376 -1.8669 5.3909
C -8.1328 -0.9834 5.7102
C -7.3823 -0.4527 4.4876
C -6.8569 -1.5267 3.5376
C -5.8358 -2.4606 4.1823
H -10.0773 -0.8121 3.6310
H -11.2825 -1.8026 4.4407
H -10.7871 -0.2694 5.1566
H -9.0210 -2.7576 4.8409
H -9.7590 -2.2251 6.3331
H -7.4430 -1.5430 6.3491
H -8.4663 -0.1301 6.3081
H -6.5399 0.1573 4.8347
H -8.0300 0.2263 3.9271
H -6.3887 -1.0294 2.6818
H -7.6825 -2.1158 3.1323
H -4.9795 -1.8969 4.5650
H -5.4659 -3.1822 3.4494
H -6.2635 -3.0269 5.0095
*
```

- Kohn-Sham gap: 7.87 eV
- Maximum force: 1.89 eV Å⁻¹
- E_HOMO: -11.067 eV
- Lowest unoccupied orbital energy: -0.117 hartree
- DFT total energy: -2330.31749 Eh

A 2-piece molecular cluster, C4H7N3O2 overall at a distorted geometry. Source: the Open Molecules 2025 dataset; level of theory: ωB97M-V/def2-TZVPD.

Structure (ORCA input):
```
! wB97M-V def2-TZVPD RIJCOSX def2/J DEFGRID3
* xyz 0 1
C -0.9410 -0.0092 1.0023
C -1.1987 -1.3132 1.8435
C -0.0982 -1.1815 0.5511
C 0.4457 0.5164 -0.6803
H 0.6844 2.8351 0.5757
H -1.8488 0.0512 0.4582
H -0.5675 -1.7216 2.7287
H -2.2671 -1.6003 1.6627
H 0.8658 -1.1839 1.0189
H 1.7477 -1.9061 -0.6349
H 1.2401 0.8306 -2.2921
N 0.0039 0.9663 0.6422
N 0.0946 -0.8217 -0.8583
N 1.0350 1.3251 -1.4620
O -0.6080 2.2204 0.4635
O 0.9784 -1.6789 -1.4723
*
```

- Kohn-Sham gap: 9.17 eV
- Maximum force: 7.01 eV Å⁻¹
- E_HOMO: -9.101 eV
- Lowest unoccupied orbital energy: 0.002 hartree
- ΔE to the lowest compared entry with this formula, charge and spin: 11.475 eV
- DFT total energy: -470.98132 Eh

One molecule with the formula C19H11F5N4O2 at a distorted geometry. Source: the Open Molecules 2025 dataset; level of theory: ωB97M-V/def2-TZVPD.

Structure (ORCA input):
```
! wB97M-V def2-TZVPD RIJCOSX def2/J DEFGRID3
* xyz 0 1
O -1.7681 -3.2688 2.8197
C -1.3447 -2.5304 1.9716
N -0.5300 -2.9791 0.9467
C -0.3159 -2.5090 -0.3397
O 0.6514 -2.8810 -0.9596
C -1.3452 -1.6050 -0.9170
C -0.9258 -0.5885 -1.7727
C -1.8439 0.2945 -2.3111
C -3.1925 0.1584 -2.0293
C -3.5982 -0.8882 -1.2194
F -4.9076 -1.0486 -0.9632
C -2.7008 -1.7758 -0.6558
N -1.6565 -1.1807 1.9617
C -0.9644 -0.1341 1.4154
N 0.3102 -0.2910 1.0895
C 0.9677 0.7563 0.6022
C 2.3903 0.5874 0.3083
C 2.8933 -0.6758 -0.0098
C 4.2336 -0.8467 -0.2921
C 5.0739 0.2525 -0.2371
F 6.3806 0.0936 -0.5054
C 4.6063 1.5144 0.0912
C 3.2620 1.6777 0.3587
C 0.3013 1.9735 0.3810
C -1.0253 2.0177 0.7609
C -1.8628 3.2568 0.5352
F -1.1101 4.3656 0.4627
F -2.7670 3.4587 1.4904
F -2.5289 3.1783 -0.6311
N -1.6647 0.9927 1.2994
H 0.0073 -3.8082 1.1800
H 0.1275 -0.4961 -1.9910
H -1.5118 1.0952 -2.9531
H -3.9232 0.8424 -2.4291
H -3.0646 -2.5842 -0.0401
H -2.4815 -0.9154 2.4862
H 2.2226 -1.5170 -0.0592
H 4.6303 -1.8148 -0.5522
H 5.2923 2.3453 0.1353
H 2.8976 2.6540 0.6382
H 0.7855 2.8233 -0.0666
*
```

- Kohn-Sham gap: 8.82 eV
- Maximum force: 1.04 eV Å⁻¹
- E_HOMO: -9.431 eV
- Lowest unoccupied orbital energy: -0.022 hartree
- Structure (SMILES): O=C(NC(=O)c1cccc(F)c1)Nc1nc(-c2ccc(F)cc2)cc(C(F)(F)F)n1
- DFT total energy: -1599.57797 Eh

CH2INO3S as an isolated structure at a distorted geometry. Source: the Open Molecules 2025 dataset; level of theory: ωB97M-V/def2-TZVPD.

Structure (ORCA input):
```
! wB97M-V def2-TZVPD RIJCOSX def2/J DEFGRID3
* xyz 0 1
C 0.6615 0.9204 0.7719
N 0.0832 -0.8046 -2.2736
O -0.6517 -1.6022 -2.6469
O 0.1118 -1.6650 0.5575
O -1.6081 -0.0191 -0.0492
S -0.2556 -0.4182 0.0034
I -0.3816 1.0545 2.6513
H 0.2734 1.7655 0.3115
H 1.7671 0.7686 0.6742
*
```

- Kohn-Sham gap (alpha / beta): 7.78 / 7.96 eV
- Maximum force: 2.60 eV Å⁻¹
- E_HOMO (alpha / beta): -8.695 / -9.149 eV
- Lowest unoccupied orbital energy (alpha / beta): -0.033 / -0.044 hartree
- ΔE to the lowest compared entry with this formula, charge and spin: 2.325 eV
- DFT total energy: -1015.50789 Eh